1.
C21H17AuCl2NO2Se | ωB97M-V with the def2-TZVPD basis set

The geometry in XYZ format:
```
45
Properties=species:S:1:pos:R:3:lowdin_charge:R:1
Au 0.808 -0.731 -0.985 0.8178
Cl 6.801 -0.364 3.558 0.6041
C 5.607 -0.662 2.314 -0.6795
C 5.990 -0.616 0.971 -0.1427
C 5.053 -0.831 -0.004 -0.5755
Cl 5.546 -0.751 -1.669 0.6714
C 3.669 -1.096 0.268 -0.4436
O 2.863 -1.214 -0.710 -0.2806
C 3.346 -1.198 1.654 -0.1613
C 2.055 -1.670 2.168 -0.2655
O 1.143 -2.162 1.542 -0.0227
C 4.311 -0.952 2.641 -0.0878
H 7.014 -0.401 0.698 0.0991
H 1.974 -1.581 3.272 0.1184
H 4.018 -1.016 3.683 0.1057
Se 1.225 1.283 0.453 0.6945
C -0.057 2.578 -0.128 -0.6790
C -0.056 3.066 -1.434 -0.1500
C -0.952 4.051 -1.818 -0.1065
C -1.857 4.575 -0.901 -0.1174
C -1.859 4.099 0.402 -0.1108
C -0.969 3.104 0.785 -0.1574
H 0.647 2.656 -2.148 0.0958
H -0.947 4.411 -2.840 0.0964
H -2.557 5.343 -1.204 0.0907
H -2.564 4.494 1.123 0.0943
H -0.984 2.718 1.797 0.0887
C -0.992 -3.539 -0.684 -0.0770
C -2.119 -2.550 -0.564 -0.2167
C -3.299 -2.943 0.054 -0.0723
C -4.372 -2.074 0.184 -0.0965
C -4.292 -0.795 -0.349 -0.0709
C -3.152 -0.378 -1.017 -0.2158
C -3.076 0.990 -1.625 -0.0504
C -2.024 -1.238 -1.105 -0.3580
N -0.924 -0.787 -1.787 -0.1084
H -1.352 -4.540 -0.443 0.0683
H -0.182 -3.292 0.004 0.0423
H -0.575 -3.548 -1.690 0.0657
H -3.371 -3.948 0.454 0.0994
H -5.273 -2.397 0.692 0.0921
H -5.133 -0.117 -0.262 0.0993
H -4.056 1.469 -1.628 0.0734
H -2.691 0.923 -2.643 0.0791
H -2.382 1.631 -1.079 0.0501
```

Calculated values
M, g/mol: 662.21
Frontier orbital gap (alpha / beta), eV: 5.926 / 5.925
Net charge: -1
LUMO level (alpha / beta), Eh: 0.05799 / 0.05800

2.
C21H17Cl2N5O | ωB97M-V with the def2-TZVPD basis set

The geometry in XYZ format:
```
46
Properties=species:S:1:pos:R:3:lowdin_charge:R:1
C -1.377 0.416 -0.929 0.0099
N -1.891 -0.567 -0.002 0.0340
C -1.211 -1.456 0.793 -0.3147
N 0.173 -1.553 0.702 0.0534
C 1.077 -2.098 1.745 -0.1605
C 2.547 -1.954 1.199 -0.1337
C 2.857 -0.703 0.378 -0.2406
C 2.936 -0.618 -1.021 -0.0488
C 3.150 0.529 -1.666 -0.0505
C 3.084 1.701 -0.941 -0.1250
C 3.099 3.032 -1.673 -0.1856
N 3.037 4.201 -0.843 0.1327
C 2.904 5.346 -1.451 -0.2157
C 2.656 5.540 -2.807 -0.5813
Cl 1.913 7.092 -3.225 0.6448
C 2.688 4.282 -3.498 -0.1375
N 2.989 3.096 -3.024 0.1307
C 3.048 1.623 0.496 -0.0214
C 2.961 0.459 1.128 -0.0627
N -1.780 -2.466 1.426 0.1515
C -3.204 -2.538 1.502 -0.2004
C -3.757 -3.581 2.231 -0.0789
C -5.149 -3.832 2.274 -0.6441
Cl -5.706 -4.952 3.470 0.6556
C -5.972 -2.894 1.489 -0.0511
C -5.363 -1.895 0.646 -0.0142
C -4.005 -1.715 0.655 -0.1048
C -3.292 -0.605 0.030 -0.3484
O -4.010 0.290 -0.424 0.0651
H -2.009 0.361 -1.847 0.1260
H -0.341 0.324 -1.116 0.0745
H -1.511 1.349 -0.604 0.0530
H 0.577 -0.714 0.284 0.0920
H 0.870 -1.516 2.694 0.1250
H 0.941 -3.214 1.948 0.1308
H 3.379 -2.253 1.863 0.1225
H 2.611 -2.743 0.383 0.1192
H 2.909 -1.577 -1.567 0.1290
H 3.260 0.587 -2.700 0.0982
H 2.794 6.313 -0.954 0.0961
H 2.311 4.449 -4.477 0.0958
H 3.095 2.563 1.046 0.1113
H 2.747 0.377 2.165 0.1170
H -2.969 -4.195 2.757 0.1278
H -7.084 -3.031 1.438 0.1083
H -5.984 -1.260 0.027 0.1158
```

Calculated values
M, g/mol: 426.31
SMILES: Cn1c(NCCc2ccc(-c3ncc(Cl)cn3)cc2)nc2cc(Cl)ccc2c1=O
Frontier orbital gap, eV: 7.529
Net charge: 0
LUMO level, Eh: -0.02209

3.
C21H17F2NO3 | ωB97M-V with the def2-TZVPD basis set

The geometry in XYZ format:
```
44
Properties=species:S:1:pos:R:3:lowdin_charge:R:1
C 4.999 1.231 2.001 -0.0371
C 3.726 0.456 2.096 -0.2141
C 3.691 -0.884 2.511 -0.0175
C 2.524 -1.647 2.520 -0.0184
C 1.280 -1.055 2.256 -0.1141
C -0.037 -1.846 2.429 -0.1875
O -0.051 -2.511 3.699 -0.0219
C 0.561 -3.677 4.009 -0.2164
C 0.341 -4.901 3.364 0.0059
C 1.202 -5.974 3.611 -0.0598
C 2.180 -5.889 4.622 -0.0710
C 2.204 -4.770 5.453 0.0052
C 1.418 -3.657 5.128 -0.0887
N 1.473 -2.479 5.976 -0.2931
O 0.565 -1.638 5.915 0.0927
O 2.448 -2.397 6.766 0.0397
C -1.358 -1.129 2.419 -0.1509
C -2.550 -1.833 2.175 -0.0172
C -3.759 -1.147 2.114 -0.0320
C -3.863 0.235 2.327 -0.2141
C -5.131 0.990 2.068 -0.0401
C -2.687 0.872 2.696 -0.1964
F -2.690 2.241 2.762 0.0553
C -1.488 0.183 2.878 0.0436
C 1.301 0.288 1.831 0.0459
C 2.497 1.013 1.796 -0.1991
F 2.466 2.355 1.514 0.0532
H 5.841 0.551 2.149 0.0771
H 5.125 1.686 1.014 0.0886
H 5.076 2.030 2.748 0.0914
H 4.636 -1.329 2.821 0.1160
H 2.590 -2.709 2.753 0.1140
H -0.070 -2.606 1.615 0.1629
H -0.483 -5.005 2.660 0.1208
H 1.123 -6.888 3.017 0.1107
H 2.897 -6.698 4.790 0.1084
H 2.813 -4.721 6.356 0.1226
H -2.543 -2.921 2.060 0.1179
H -4.681 -1.661 1.842 0.1132
H -5.936 0.269 1.856 0.0781
H -5.447 1.642 2.896 0.0889
H -5.053 1.625 1.169 0.0922
H -0.642 0.667 3.346 0.1307
H 0.387 0.804 1.562 0.1144
```

Calculated values
Relative energy (zero: lowest compared OMol25 entry of this formula, charge and spin), kJ/mol: 0.0
M, g/mol: 369.37
SMILES: Cc1ccc(C(Oc2ccccc2[N+](=O)[O-])c2ccc(C)c(F)c2)cc1F
Frontier orbital gap, eV: 8.588
Net charge: 0
LUMO level, Eh: -0.01971

4.
C21H17N3O2S5Yb | ωB97M-V with the def2-TZVPD basis set

The geometry in XYZ format:
```
49
Properties=species:S:1:pos:R:3:lowdin_charge:R:1
Yb -0.638 0.324 0.182 1.2488
S -4.830 -3.482 5.352 0.3858
C -3.971 -2.663 4.154 -1.5420
S -2.885 -3.425 3.087 0.8645
C -2.390 -2.038 2.160 -1.1852
C -2.960 -0.866 2.555 -1.1660
S -2.674 0.735 1.858 0.4181
S -4.054 -0.981 3.895 0.8719
S -1.243 -2.318 0.872 0.4223
N 2.880 -1.104 0.103 0.1275
C 2.280 -1.252 1.349 -0.3132
C 2.779 -2.263 2.193 -0.0172
C 2.221 -2.408 3.438 -0.0617
C 1.180 -1.563 3.840 -0.0510
C 0.756 -0.630 2.928 -0.1632
N 1.296 -0.454 1.707 0.0221
C 2.715 -0.134 -0.874 -0.2760
C 3.806 0.070 -1.742 -0.0159
C 3.701 1.016 -2.728 -0.0703
C 2.526 1.758 -2.840 -0.0597
C 1.506 1.481 -1.961 -0.1478
N 1.580 0.542 -0.999 0.0579
H 3.707 -1.658 -0.016 0.1277
H 3.572 -2.915 1.850 0.1062
H 2.579 -3.188 4.099 0.1073
H 0.680 -1.662 4.791 0.1097
H -0.085 0.026 3.141 0.0896
H 4.713 -0.506 -1.611 0.1072
H 4.530 1.186 -3.403 0.1064
H 2.393 2.516 -3.598 0.1051
H 0.560 2.003 -2.011 0.0991
C -0.054 4.897 0.886 -0.0785
O 0.411 3.694 1.532 -0.1295
C 0.055 2.507 1.017 -0.4318
O -0.638 2.546 -0.038 -0.2589
H 0.751 5.298 0.270 0.0800
H -0.288 5.591 1.691 0.0801
H -0.930 4.701 0.272 0.0746
C -2.956 -0.694 -4.362 -0.1346
C -3.570 -0.608 -3.121 -0.1185
C -2.808 -0.359 -1.984 -0.1802
C -1.413 -0.171 -2.025 -0.2792
C -0.840 -0.272 -3.298 -0.1758
C -1.582 -0.532 -4.448 -0.1321
H -3.548 -0.894 -5.248 0.0857
H -4.642 -0.743 -3.036 0.0902
H -3.331 -0.324 -1.030 0.0555
H 0.237 -0.175 -3.440 0.0607
H -1.086 -0.611 -5.410 0.0840
```

Calculated values
Relative energy (zero: lowest compared OMol25 entry of this formula, charge and spin), kJ/mol: 0.0
M, g/mol: 676.76
Frontier orbital gap, eV: 5.772
<S²>: 0.751
Net charge: -1
Spin multiplicity: 2
LUMO level, Eh: 0.07480

5.
C21H17N3O4 | ωB97M-V with the def2-TZVPD basis set

The geometry in XYZ format:
```
45
Properties=species:S:1:pos:R:3:lowdin_charge:R:1
C 1.666 -6.157 3.125 -0.0870
O 2.025 -5.074 2.300 -0.0798
C 1.048 -4.261 1.823 -0.2720
C 1.476 -3.220 0.994 0.0082
C 0.569 -2.336 0.458 -0.0140
C -0.791 -2.471 0.741 -0.1694
C -1.735 -1.536 0.173 -0.2857
N -3.039 -1.665 0.222 0.1389
O -3.533 -0.583 -0.436 0.0449
C -2.476 0.138 -0.843 -0.2610
C -2.657 1.364 -1.588 -0.0878
C -3.940 1.859 -1.817 -0.0047
C -4.113 3.023 -2.540 -0.0666
C -3.012 3.697 -3.045 -0.0620
C -1.735 3.206 -2.827 -0.0069
C -1.544 2.044 -2.094 -0.0794
C -0.148 1.509 -1.915 -0.4907
O 0.427 0.885 -2.777 0.0898
N 0.415 1.879 -0.743 0.0869
C 1.747 1.452 -0.361 -0.0914
C 2.579 2.612 0.072 -0.2698
C 2.992 3.014 1.309 -0.0291
C 3.732 4.206 1.113 -0.0662
C 3.707 4.440 -0.226 -0.1222
O 3.013 3.484 -0.862 0.0569
N -1.349 -0.404 -0.485 0.2260
C -1.219 -3.510 1.561 -0.0138
C -0.311 -4.399 2.100 -0.0124
H 2.599 -6.661 3.371 0.0933
H 1.004 -6.855 2.604 0.0964
H 1.185 -5.817 4.048 0.0957
H 2.531 -3.135 0.784 0.1195
H 0.889 -1.541 -0.197 0.1028
H -4.789 1.320 -1.425 0.1193
H -5.108 3.404 -2.715 0.1064
H -3.148 4.603 -3.615 0.1066
H -0.876 3.721 -3.229 0.1247
H -0.151 2.327 -0.041 0.1550
H 2.173 0.981 -1.252 0.1338
H 1.694 0.722 0.454 0.1251
H 2.801 2.520 2.240 0.1073
H 4.211 4.799 1.865 0.0985
H 4.130 5.222 -0.825 0.1185
H -2.273 -3.611 1.769 0.1147
H -0.669 -5.196 2.733 0.1031
```

Calculated values
Relative energy (zero: lowest compared OMol25 entry of this formula, charge and spin), kJ/mol: 118.5
M, g/mol: 375.38
SMILES: COc1ccc(-c2noc(-c3ccccc3C(=O)NCc3ccco3)n2)cc1
Frontier orbital gap, eV: 8.525
Net charge: 0
LUMO level, Eh: 0.00347